Record 1
DFT (the ωB97M-V functional and the def2-TZVPD basis) results for one molecule with the formula C4H7BrN2 at a distorted geometry.

LUMO: 0.53 eV

Geometry as XYZ:
```
14
C4H7BrN2, DFT the ωB97M-V functional and the def2-TZVPD basis
Br -0.708 1.473 -2.012
N 1.152 -0.654 -2.337
N 1.817 0.200 -1.837
C 0.454 0.147 -1.330
C 0.200 -0.298 0.184
C 0.398 0.876 1.174
C -1.157 -0.938 0.415
H -0.402 1.579 1.131
H -1.438 -1.709 -0.292
H 0.428 0.453 2.096
H -1.257 -1.424 1.350
H 1.112 -0.868 0.217
H -1.980 -0.266 0.414
H 1.381 1.427 0.826
```


Record 2
DFT (the ωB97M-V functional and the def2-TZVPD basis) results for C6H12ClIN3O as an isolated structure at a distorted geometry.

LUMO (alpha / beta): -3.42 / -3.69 eV
Total charge: +1

Geometry as XYZ:
```
24
C6H12ClIN3O, DFT the ωB97M-V functional and the def2-TZVPD basis
I 0.638 1.493 2.450
Cl -1.679 2.667 0.686
O -2.300 -0.931 1.344
N 3.476 -0.318 -1.131
N 1.369 0.434 -0.648
N -0.125 -1.707 0.739
C 0.310 1.478 -0.689
C -2.803 -1.998 2.221
C -0.575 1.339 -1.920
C -1.085 -0.952 0.950
C 2.534 0.584 -1.137
C -0.426 1.458 0.608
H -1.024 0.386 -1.788
H -0.423 -2.674 0.764
H 2.725 1.490 -1.811
H -3.550 -2.681 1.693
H -0.197 1.369 -2.920
H -1.970 -2.575 2.640
H 4.366 -0.119 -1.616
H 0.925 2.312 -0.788
H 1.098 -0.478 -0.229
H 3.372 -1.288 -0.626
H -3.314 -1.450 2.990
H -1.343 2.162 -1.781
```


Record 3
DFT (the ωB97M-V functional and the def2-TZVPD basis) results for C30H29N2O6S4TcTe as an isolated structure at a distorted geometry.

Multiplicity: 3
LUMO (alpha / beta): -0.83 / -2.85 eV

Geometry as XYZ:
```
73
C30H29N2O6S4TcTe, DFT the ωB97M-V functional and the def2-TZVPD basis
Te -0.694 1.266 -0.939
Tc 2.352 0.472 1.635
S 3.169 0.871 3.833
S 2.878 3.212 5.682
S 1.671 4.919 3.598
S 1.925 2.776 1.491
O -1.566 0.226 1.302
O 6.130 -1.009 1.051
O 2.076 5.693 6.087
O 4.068 -0.189 1.231
O 7.343 -3.711 5.122
O 5.818 -4.880 6.095
N 0.653 -0.006 1.716
N 6.197 -4.091 5.249
C 2.960 -3.580 3.481
C -2.197 -3.196 -2.348
C 2.152 3.302 3.136
C -0.844 -2.875 -2.293
C 5.201 -3.580 4.299
C -0.408 -1.623 -1.888
C 2.695 2.521 4.085
C -2.728 -0.966 -1.537
C 3.317 -2.612 2.555
C -2.410 2.853 -4.648
C -1.366 -0.662 -1.531
C 1.071 -1.339 -1.840
C -3.074 3.591 -0.477
C 3.903 -4.067 4.368
C -4.091 4.612 -5.268
C -2.806 3.295 -1.932
C 5.019 -1.058 1.510
C 2.191 4.803 5.294
C 5.577 -2.629 3.369
C -0.622 -0.214 1.997
C -3.338 3.810 -4.244
C -3.522 4.013 -2.887
C -3.116 -2.235 -1.957
C -1.676 2.115 -3.734
C -2.639 -4.554 -2.815
C -3.796 0.005 -1.108
C 4.620 -2.129 2.498
C -0.930 -1.068 3.204
C -0.668 1.115 -4.237
C -1.886 2.339 -2.364
H -0.197 -0.884 3.988
H 2.574 -2.266 1.843
H -3.393 0.768 -0.448
H -4.629 3.957 -5.954
H 0.300 1.272 -3.755
H -2.182 -5.339 -2.210
H -4.805 5.286 -4.798
H 1.946 -3.956 3.511
H -3.721 -4.658 -2.754
H -1.933 -0.845 3.559
H -0.881 -2.118 2.912
H -2.334 -4.715 -3.850
H -4.239 4.754 -2.550
H -4.098 3.318 -0.216
H -4.251 0.491 -1.974
H 1.388 -1.123 -0.816
H -3.396 5.209 -5.861
H 1.642 -2.196 -2.193
H -4.174 -2.474 -1.965
H -0.529 1.211 -5.312
H -0.110 -3.623 -2.575
H -2.247 2.689 -5.708
H -4.580 -0.521 -0.566
H 3.657 -4.817 5.103
H -2.958 4.656 -0.277
H -0.994 0.094 -4.026
H 1.336 -0.478 -2.458
H -2.400 3.045 0.183
H 6.597 -2.274 3.325
```